No. 1
# C4H9N3O

The molecule C4H9N3O (ωB97M-V/def2-TZVPD, OMol25).

Last column: Löwdin charge in e.
Positions of all 17 atoms, in Å:
C  0.61  -0.42  -0.10  -0.344
C  -0.53  -1.35  -0.37  -0.113
C  -1.80  -0.50  -0.16  -0.157
C  -1.30  0.78  0.57  -0.146
H  3.65  -0.34  0.11  0.071
H  2.70  0.54  1.06  0.081
H  -0.55  -2.16  0.37  0.109
H  -0.47  -1.77  -1.38  0.121
H  -2.58  -1.01  0.38  0.092
H  -2.25  -0.26  -1.13  0.105
H  -1.50  0.64  1.66  0.121
H  -1.81  1.71  0.31  0.114
H  0.95  2.21  -0.66  0.097
N  2.77  0.17  0.11  -0.014
N  1.83  -0.79  -0.18  0.019
N  0.13  0.85  0.28  -0.136
O  0.14  1.71  -0.87  -0.021

The value obtained for the highest occupied orbital energy is -0.315 Eh. Its SMILES is N/N=C1/CCCN1O. The energy above the lowest of the compared OMol25 structures with the same formula, charge and spin comes out at 82.1 kcal/mol. As for the orbital gap: 9.602 eV. As for the multiplicity: 1. The net charge is 0.

***

No. 2
# C39H26Br2F7N4O3S2TeTi

A structure of composition C39H26Br2F7N4O3S2TeTi (ωB97M-V/def2-TZVPD, OMol25).

Last column: Löwdin charge in e.
Positions of all 85 atoms, in Å:
Ti  0.47  -0.81  -0.03  1.119
Br  -4.37  -1.95  -0.10  0.862
C  -3.26  -1.96  1.42  -0.575
C  -3.79  -2.32  2.67  -0.156
C  -2.99  -2.35  3.78  -0.624
Br  -3.76  -2.77  5.45  0.823
C  -1.61  -2.05  3.69  -0.173
C  -0.69  -2.03  4.77  0.006
C  0.61  -1.69  4.54  -0.009
C  1.03  -1.39  3.23  -0.110
N  0.22  -1.43  2.20  0.063
C  -1.10  -1.72  2.42  -0.139
C  -1.93  -1.63  1.28  -0.346
O  -1.38  -1.24  0.14  -0.261
H  -4.84  -2.56  2.75  0.108
H  -1.04  -2.27  5.76  0.093
H  1.33  -1.65  5.34  0.120
H  2.05  -1.10  3.05  0.112
F  -2.89  0.14  -4.20  0.096
C  -1.64  -0.09  -3.80  -0.252
C  -1.39  -0.26  -2.45  -0.043
C  -0.09  -0.48  -2.02  -0.146
C  0.96  -0.51  -2.96  -0.115
C  0.64  -0.37  -4.31  -0.200
F  1.61  -0.42  -5.24  0.082
C  -0.64  -0.16  -4.75  0.097
C  2.33  -0.54  -2.42  -0.168
C  3.52  -0.48  -3.14  0.033
C  4.71  -0.33  -2.47  -0.015
C  4.72  -0.19  -1.09  -0.021
C  3.52  -0.29  -0.43  -0.118
N  2.36  -0.50  -1.07  0.015
H  -2.22  -0.20  -1.76  0.099
H  -0.85  -0.03  -5.81  0.143
H  3.50  -0.54  -4.22  0.115
H  5.64  -0.28  -3.03  0.122
H  5.63  -0.02  -0.54  0.119
H  3.46  -0.17  0.64  0.101
F  0.48  1.47  3.21  -0.511
Te  1.23  2.33  1.64  1.941
F  2.38  2.77  0.14  -0.536
F  2.80  1.56  2.30  -0.441
F  -1.58  2.36  1.32  -0.064
F  0.42  2.62  -2.64  -0.267
O  0.70  0.84  0.66  -0.682
N  -1.05  -3.44  -1.57  0.163
C  0.16  -3.72  -1.12  -0.633
N  0.90  -2.93  -0.36  0.003
C  2.09  -3.58  0.02  -0.286
C  3.04  -3.10  0.91  -0.036
C  4.16  -3.86  1.18  -0.057
C  4.34  -5.10  0.58  -0.069
C  3.39  -5.61  -0.28  -0.070
C  2.27  -4.84  -0.54  -0.455
S  0.89  -5.25  -1.53  1.150
H  -1.51  -2.59  -1.28  0.060
H  -1.55  -4.10  -2.15  0.121
H  2.90  -2.15  1.40  0.071
H  4.90  -3.49  1.88  0.113
H  5.22  -5.69  0.81  0.112
H  3.51  -6.59  -0.73  0.117
O  -1.90  2.87  -1.81  -0.412
S  -0.53  3.20  -1.45  0.937
C  -0.28  4.91  -1.84  -0.369
C  0.97  5.46  -1.58  -0.079
C  1.17  6.81  -1.85  -0.064
C  0.13  7.57  -2.36  -0.063
C  -1.12  7.00  -2.60  -0.059
C  -1.33  5.66  -2.34  -0.058
C  -2.75  1.83  1.80  -0.255
C  -2.80  1.42  3.11  -0.007
C  -4.00  0.91  3.58  -0.077
C  -5.10  0.81  2.73  -0.089
C  -5.00  1.23  1.41  -0.093
C  -3.81  1.74  0.92  -0.005
H  1.77  4.85  -1.19  0.096
H  2.13  7.26  -1.66  0.111
H  0.28  8.62  -2.56  0.111
H  -1.92  7.61  -3.00  0.112
H  -2.28  5.19  -2.52  0.112
H  -1.92  1.51  3.74  0.109
H  -4.08  0.58  4.61  0.107
H  -6.04  0.42  3.10  0.112
H  -5.86  1.15  0.75  0.109
H  -3.69  2.08  -0.10  0.112

The value obtained for the highest occupied orbital energy is -0.396 Eh. The energy above the lowest of the compared OMol25 structures with the same formula, charge and spin comes out at 36.0 kcal/mol. As for the orbital gap: 7.306 eV. As for the multiplicity: 1. The net charge is +1.

***

No. 3
# C45H103N2O13S2

A cluster of 10 separate species, C45H103N2O13S2 in total (ωB97M-V/def2-TZVPD, OMol25).

Last column: Löwdin spin population.
Positions of all 165 atoms, in Å:
C  7.74  -0.38  -0.25  0.000
C  7.24  0.07  -1.59  0.000
O  7.55  -0.45  -2.61  0.000
O  6.37  1.11  -1.56  0.000
C  6.98  2.42  -1.57  0.000
C  6.10  3.39  -0.81  0.000
C  5.98  3.08  0.69  0.000
C  4.55  3.22  1.23  0.000
C  3.58  2.31  0.49  0.000
C  2.47  1.70  1.35  0.000
C  1.80  0.51  0.66  0.000
C  1.52  -0.66  1.59  0.000
C  1.25  -2.07  0.94  0.001
C  -0.20  -2.46  1.32  0.001
C  -1.28  -1.54  0.73  0.001
C  -2.13  -0.87  1.81  0.000
S  -3.37  0.24  1.13  0.000
C  -4.84  -0.66  1.18  0.000
S  -5.01  -2.24  1.56  0.000
N  -5.91  0.19  0.79  0.000
C  -6.57  -0.21  -0.45  0.000
C  -7.56  0.88  -0.82  0.000
O  -8.49  1.14  0.21  0.000
C  -7.81  1.48  1.41  0.000
C  -6.95  0.29  1.82  0.000
C  2.16  -3.13  1.57  0.018
C  3.56  -3.24  0.96  0.026
C  4.29  -4.44  1.60  0.000
C  4.43  -2.01  1.21  0.002
N  3.39  -3.55  -0.48  0.382
O  3.07  -4.77  -0.70  0.515
C  2.65  -2.56  -1.32  0.025
C  2.24  -3.26  -2.62  -0.002
C  3.57  -1.41  -1.77  0.005
C  1.34  -2.10  -0.61  0.017
H  7.06  -0.08  0.55  0.000
H  8.72  0.04  -0.06  0.000
H  7.82  -1.46  -0.26  0.000
H  7.11  2.73  -2.60  0.000
H  7.98  2.37  -1.11  0.000
H  5.12  3.41  -1.29  0.000
H  6.54  4.38  -0.96  0.000
H  6.65  3.75  1.23  0.000
H  6.34  2.07  0.88  0.000
H  4.59  3.01  2.30  0.000
H  4.29  4.28  1.14  0.000
H  3.12  2.87  -0.33  0.000
H  4.16  1.49  0.04  0.000
H  1.73  2.48  1.56  0.000
H  2.90  1.40  2.31  0.000
H  0.86  0.86  0.23  0.000
H  2.45  0.22  -0.17  0.000
H  0.66  -0.39  2.20  0.000
H  2.35  -0.76  2.30  0.000
H  -0.37  -3.49  1.02  0.000
H  -0.26  -2.43  2.42  0.000
H  -0.84  -0.75  0.12  0.000
H  -1.96  -2.12  0.11  0.000
H  -1.52  -0.23  2.45  0.000
H  -2.64  -1.62  2.42  0.000
H  -7.07  -1.18  -0.34  0.000
H  -5.83  -0.30  -1.25  0.000
H  -6.99  1.79  -1.04  0.000
H  -8.13  0.60  -1.70  0.000
H  -8.53  1.75  2.18  0.000
H  -7.14  2.31  1.20  0.000
H  -7.61  -0.59  1.80  0.000
H  -6.56  0.39  2.83  0.000
H  2.27  -2.92  2.64  0.002
H  1.71  -4.11  1.41  0.002
H  4.76  -4.10  2.53  0.000
H  5.10  -4.76  0.95  0.000
H  3.62  -5.26  1.81  0.000
H  4.58  -1.92  2.29  0.000
H  3.99  -1.07  0.88  0.000
H  5.40  -2.13  0.74  0.001
H  3.10  -3.76  -3.07  0.000
H  1.89  -2.49  -3.32  0.000
H  1.44  -3.97  -2.48  0.000
H  2.94  -0.65  -2.24  0.000
H  4.27  -1.76  -2.52  0.001
H  4.10  -0.92  -0.97  0.000
H  1.06  -1.14  -1.03  0.001
H  0.57  -2.80  -0.94  0.001
C  3.90  6.95  3.16  0.000
C  2.65  6.19  3.56  0.000
O  2.91  5.26  4.61  0.000
H  4.68  6.25  2.85  0.000
H  3.70  7.64  2.34  0.000
H  4.29  7.53  4.00  0.000
H  2.28  5.60  2.72  0.000
H  1.86  6.88  3.87  0.000
H  3.23  5.75  5.37  0.000
C  0.80  4.78  -1.06  0.000
C  -0.07  3.69  -1.65  0.000
O  -0.28  2.63  -0.72  0.000
H  1.75  4.36  -0.74  0.000
H  1.00  5.56  -1.79  0.000
H  0.31  5.23  -0.19  0.000
H  0.41  3.24  -2.51  0.000
H  -1.03  4.11  -1.98  0.000
H  -0.70  2.99  0.07  0.000
C  -7.50  -5.76  0.93  0.000
C  -7.44  -6.61  2.19  0.000
O  -6.40  -6.19  3.07  0.000
H  -6.55  -5.78  0.41  0.000
H  -8.29  -6.10  0.26  0.000
H  -7.71  -4.71  1.19  0.000
H  -7.22  -7.64  1.94  0.000
H  -8.40  -6.59  2.71  0.000
H  -6.57  -5.28  3.32  0.000
C  4.71  4.35  -4.19  0.000
C  3.52  3.70  -3.52  0.000
O  2.28  4.34  -3.83  0.000
H  4.78  5.40  -3.91  0.000
H  5.64  3.86  -3.91  0.000
H  4.61  4.30  -5.28  0.000
H  3.61  3.76  -2.43  0.000
H  3.46  2.64  -3.79  0.000
H  2.15  4.28  -4.79  0.000
C  5.91  -9.33  2.70  0.000
C  4.60  -8.59  2.91  0.000
O  4.39  -7.57  1.95  0.000
H  6.75  -8.63  2.73  0.000
H  6.06  -10.09  3.47  0.000
H  5.92  -9.83  1.72  0.000
H  4.60  -8.09  3.88  0.000
H  3.76  -9.30  2.90  0.000
H  4.37  -7.98  1.08  0.000
C  -10.68  -1.72  1.67  0.000
C  -10.54  -2.51  2.96  0.000
O  -9.56  -1.93  3.82  0.000
H  -9.72  -1.67  1.15  0.000
H  -11.42  -2.16  1.01  0.000
H  -10.98  -0.69  1.89  0.000
H  -10.22  -3.53  2.75  0.000
H  -11.50  -2.56  3.48  0.000
H  -9.85  -1.03  4.02  0.000
C  8.62  4.93  -5.43  0.000
C  7.96  6.25  -5.06  0.000
O  7.49  6.26  -3.72  0.000
H  7.92  4.11  -5.29  0.000
H  8.95  4.94  -6.48  0.000
H  9.49  4.75  -4.81  0.000
H  7.09  6.43  -5.68  0.000
H  8.66  7.08  -5.22  0.000
H  8.25  6.12  -3.14  0.000
C  -14.95  -4.86  4.08  0.000
C  -14.40  -3.46  3.88  0.000
O  -13.89  -3.26  2.57  0.000
H  -14.18  -5.60  3.88  0.000
H  -15.31  -5.00  5.10  0.000
H  -15.78  -5.05  3.39  0.000
H  -13.57  -3.28  4.56  0.000
H  -15.18  -2.72  4.10  0.000
H  -14.60  -3.40  1.94  0.000
C  -1.29  4.90  -6.35  0.000
C  0.06  5.15  -7.00  0.000
O  0.85  3.96  -7.05  0.000
H  -1.16  4.51  -5.34  0.000
H  -1.87  5.83  -6.29  0.000
H  -1.87  4.18  -6.92  0.000
H  0.64  5.86  -6.41  0.000
H  -0.07  5.56  -8.00  0.000
H  0.38  3.31  -7.58  0.000

The value obtained for the highest occupied orbital energy (alpha / beta) is -0.283 / -0.313 Eh. As for the orbital gap (alpha / beta): 7.876 / 8.688 eV. As for the multiplicity: 2. The net charge is 0.

***

Q: Which calculated total energy values were calculated for the entries above? A: -397.2198 -9707.5185 -3660.2034, in a.u..